1.
This record from the Open Molecules 2025 dataset describes C22H30N4O4 in the gas phase. The level of theory is ωB97M-V/def2-TZVPD.

Properties
LUMO energy = 0.09 eV
SMILES = COc1cc(NC(=O)NCCN2CCN(c3ccccc3)CC2)cc(OC)c1OC

Structure (ORCA input):
```
! wB97M-V def2-TZVPD RIJCOSX def2/J DEFGRID3
* xyz 0 1
C 2.8541 5.3494 -0.0056
O 3.8484 4.5926 0.3225
C 3.8250 3.1606 0.0932
C 2.8265 2.6191 -0.4348
C 2.8538 1.4178 -0.6375
N 1.9145 0.5014 -1.0616
C 1.7138 -0.7073 -1.5086
O 2.6581 -1.7305 -1.0898
N 0.5378 -1.1268 -2.0586
C 0.0141 -2.4251 -2.4078
C -0.9129 -2.5156 -0.8011
N -1.8501 -1.7849 -0.7850
C -2.1460 -1.4115 0.8122
C -3.1859 -0.2140 0.8810
N -4.3331 -0.4872 -0.0786
C -5.4580 -0.9302 0.4806
C -6.2469 -2.0244 -0.0678
C -7.3928 -2.3674 0.5430
C -7.7657 -2.0149 1.7987
C -7.0019 -1.3254 2.3861
C -5.9448 -0.5410 1.6903
C -3.9020 -0.6170 -1.3176
C -2.9474 -1.8787 -1.5745
C 4.0965 0.5968 -0.0390
C 5.1929 1.2728 0.6825
O 6.2350 0.4457 0.9709
C 6.2902 -0.7894 0.6988
C 5.0948 2.6223 0.4896
O 6.0920 3.3979 1.1018
C 7.3514 3.0441 1.0489
H 2.0668 5.1157 0.5050
H 3.1474 6.3279 0.1383
H 2.6093 5.1684 -0.8869
H 2.0142 3.2156 -0.8146
H 1.1353 1.0236 -1.2877
H -0.1561 -0.4246 -1.7945
H 0.7837 -3.0772 -2.1744
H -0.7089 -2.5059 -2.8963
H -0.3526 -2.7323 -0.1200
H -1.3569 -3.6679 -0.8218
H -1.3337 -1.2770 1.2107
H -2.7590 -2.3336 1.0611
H -3.4139 -0.0896 1.7132
H -2.4787 0.6396 0.4320
H -5.7613 -2.4386 -0.8569
H -8.0188 -3.2590 0.1575
H -8.5018 -2.6052 2.2605
H -7.3036 -0.8140 3.4049
H -5.3095 0.0658 2.6149
H -4.8731 -0.6772 -1.8883
H -3.6150 0.2771 -1.6357
H -2.9377 -2.0176 -2.5118
H -3.6841 -2.7456 -1.0575
H 4.0036 -0.6505 -0.3381
H 7.3333 -1.1350 1.3758
H 6.2111 -1.0306 -0.1331
H 5.5242 -1.3381 1.4322
H 7.7442 2.5766 -0.0573
H 7.8039 2.1803 1.5653
H 7.8762 4.0999 1.2712
*
```

2.
This record from the Open Molecules 2025 dataset describes C4H7NO2 in the gas phase. The level of theory is ωB97M-V/def2-TZVPD.

Properties
LUMO energy = 0.82 eV
SMILES = NC(=O)C[C@H]1CO1

Structure (ORCA input):
```
! wB97M-V def2-TZVPD RIJCOSX def2/J DEFGRID3
* xyz 0 1
N -1.1334 2.0993 0.7097
C -0.8809 0.7655 0.5882
O -1.2797 -0.0485 1.4023
C -0.0860 0.3515 -0.6462
C 1.0132 -0.6149 -0.2746
C 0.7544 -2.0431 -0.1410
O 1.4238 -1.5216 -1.2851
H -1.6158 2.4127 1.5388
H -0.7192 2.7878 0.1035
H 0.3363 1.2170 -1.1714
H -0.7749 -0.1501 -1.3377
H 1.8372 -0.1921 0.3039
H -0.2515 -2.4230 -0.3129
H 1.3767 -2.6405 0.5226
*
```

3.
This record from the Open Molecules 2025 dataset describes a molecular structure, C2H6N3S2. The level of theory is ωB97M-V/def2-TZVPD.

Properties
LUMO energy (alpha / beta) = -5.24 / -5.24 eV

Structure (ORCA input):
```
! wB97M-V def2-TZVPD RIJCOSX def2/J DEFGRID3
* xyz 1 1
C 0.9426 1.5896 -0.4653
C 1.2695 -0.7546 -0.0049
N 1.4528 0.5286 -0.1387
N -0.9103 1.5420 -0.7522
N -1.5929 0.8010 0.1331
S 1.6277 -1.3805 1.5938
S 0.9329 -1.7123 -1.4006
H 1.2397 2.5251 -0.8202
H -1.0543 2.6433 -0.6722
H -1.6687 1.0833 1.1327
H -1.1691 -0.1500 0.0596
H 1.2574 -2.5880 1.3361
H 1.1674 -2.9093 -0.8635
*
```

Computed values of F_max (unit: eV/A) for the preceding records, in sequence: 18.3, 0.4, 5.0.
Computed values of DFT total energy (unit: eV) for the preceding records, in sequence: -37425.0357, -9845.9048, -28301.1658.
Computed values of ΔE to the lowest compared entry with this formula, charge and spin (unit: kcal per mole) for the preceding records, in sequence: 685.02, 31.71, 102.57.